{"formula": "C2H6N2OS", "method": "ωB97M-V with the def2-TZVPD basis set", "species": ["C", "C", "N", "N", "O", "S", "H", "H", "H", "H", "H", "H"], "positions_angstrom": [[-2.625, -0.706, -0.208], [1.186, 1.108, 0.450], [-2.515, -0.284, 0.941], [0.426, -1.916, -0.009], [-2.549, -1.171, -1.303], [0.608, -0.370, 0.954], [0.585, 1.858, -0.054], [2.228, 1.154, 0.192], [1.831, -0.958, 1.365], [-3.280, -0.078, 1.564], [0.845, -1.887, -1.001], [-0.456, -2.363, 0.047]], "mulliken_charge": [0.6828, -0.6716, -0.4929, -0.5334, -0.4268, 0.0347, 0.2684, 0.2615, 0.1723, 0.2540, 0.2549, 0.1960], "lumo_energy_ev": 0.56, "e_homo_ev": -7.816, "charge": 0, "energy_ev": -18031.0293}

{"formula": "C2H5N3S", "method": "ωB97M-V with the def2-TZVPD basis set", "species": ["C", "N", "N", "C", "N", "S", "H", "H", "H", "H", "H"], "positions_angstrom": [[1.459, -0.628, 1.754], [0.257, -0.184, 1.172], [0.367, 0.325, -0.035], [-0.504, 0.456, -1.116], [-1.605, -0.316, -1.207], [-0.019, 1.665, -2.311], [2.435, -0.258, 1.469], [1.046, -1.268, 2.650], [1.089, 1.225, 0.087], [-2.112, -0.999, -0.547], [-2.413, -0.017, -1.917]], "mulliken_charge": [-0.3215, -0.6225, 0.1151, 0.2187, -0.4243, -0.4042, 0.3121, 0.2609, 0.3122, 0.2792, 0.2744], "smiles": "C=NNC(N)=S", "lumo_energy_ev": -0.14, "e_homo_ev": -8.148, "charge": 0, "energy_ev": -17457.0955}

{"formula": "C3H9Cl2N2O5Sn", "method": "ωB97M-V with the def2-TZVPD basis set", "species": ["Sn", "O", "H", "C", "N", "O", "O", "H", "H", "H", "C", "N", "O", "O", "H", "H", "H", "C", "Cl", "Cl", "H", "H"], "positions_angstrom": [[1.796, 4.196, 0.759], [2.363, 1.370, 0.961], [1.510, 0.950, 0.730], [-0.506, 1.342, -3.292], [0.274, 0.127, -2.891], [1.225, 0.266, -2.134], [-0.071, -0.913, -3.395], [-1.260, 1.116, -4.042], [0.196, 2.012, -3.787], [-0.933, 1.778, -2.393], [1.236, -1.953, 1.550], [0.793, -1.435, 2.871], [-0.407, -1.386, 3.075], [1.615, -1.112, 3.705], [1.792, -2.871, 1.721], [1.895, -1.168, 1.177], [0.434, -2.075, 0.830], [-2.482, 0.017, 0.974], [-2.595, -1.678, 0.534], [-0.930, 0.772, 0.494], [-3.295, 0.567, 0.507], [-2.647, 0.080, 2.046]], "mulliken_charge": [1.3014, -0.6175, 0.2842, -0.7057, 0.8993, -0.4895, -0.4921, 0.3091, 0.3030, 0.2147, -0.5764, 0.9116, -0.5005, -0.5388, 0.3138, 0.1839, 0.2013, -0.4989, -0.1088, -0.0812, 0.3716, 0.3154], "lumo_energy_ev": -7.83, "e_homo_ev": -12.958, "charge": 1, "energy_ev": -47333.6483}

{"formula": "C9H20N3O", "method": "ωB97M-V with the def2-TZVPD basis set", "species": ["C", "N", "C", "C", "C", "N", "C", "C", "C", "O", "N", "C", "C", "H", "H", "H", "H", "H", "H", "H", "H", "H", "H", "H", "H", "H", "H", "H", "H", "H", "H", "H", "H"], "positions_angstrom": [[-2.280, -1.633, -0.808], [-2.546, -0.419, -0.371], [-3.596, -0.184, 0.508], [-1.722, 0.728, -0.730], [-0.871, 1.570, 0.341], [0.527, 1.197, 0.341], [1.313, 2.134, 1.151], [0.887, -0.144, 0.220], [0.023, -1.014, 0.749], [-0.003, -2.315, 0.289], [1.971, -0.491, -0.482], [2.563, 0.374, -1.449], [2.924, -1.423, 0.260], [-1.368, -1.808, -1.382], [-2.961, -2.473, -0.659], [-4.609, -0.368, -0.014], [-3.521, -0.871, 1.417], [-3.622, 0.733, 0.935], [-2.510, 1.560, -0.988], [-1.258, 0.538, -1.675], [-0.869, 2.741, 0.021], [-1.164, 1.470, 1.396], [1.331, 3.139, 0.719], [1.006, 2.149, 2.120], [2.370, 1.757, 1.069], [-0.818, -0.751, 1.467], [0.821, -2.641, -0.165], [3.603, 0.626, -1.121], [2.862, -0.197, -2.375], [1.948, 1.211, -1.771], [3.925, -1.035, 0.397], [2.488, -1.962, 1.067], [3.158, -2.200, -0.477]], "mulliken_charge": [-0.1119, 0.2659, -1.1014, -0.9998, -0.5838, 0.1457, -1.1412, 0.6793, -0.9443, -0.6080, 0.0198, -1.0681, -1.2583, 0.2237, 0.3807, 0.3528, 0.3836, 0.4337, 0.4483, 0.4517, 0.3373, 0.4326, 0.3367, 0.4246, 0.3220, 0.5073, 0.3673, 0.3533, 0.3337, 0.3768, 0.3400, 0.4008, 0.4991], "smiles": "C=[N+](C)CCN(C)/C(=C/O)N(C)C", "lumo_energy_ev": -4.38, "e_homo_ev": -10.658, "charge": 1, "energy_ev": -16164.5915}

{"formula": "C21H16BClF2N5O2S2Sc", "method": "ωB97M-V with the def2-TZVPD basis set", "species": ["Sc", "C", "C", "O", "C", "C", "C", "N", "N", "C", "O", "C", "C", "C", "C", "C", "C", "H", "H", "H", "H", "H", "H", "H", "H", "H", "H", "H", "H", "S", "C", "S", "C", "C", "N", "C", "N", "F", "B", "F", "Cl", "C", "C", "C", "C", "N", "C", "H", "H", "H", "H"], "positions_angstrom": [[-0.576, 0.304, -0.224], [-4.295, -1.710, 0.488], [-3.104, -0.916, 0.913], [-2.359, -0.491, -0.044], [-2.839, -0.660, 2.234], [-1.694, 0.028, 2.741], [-1.615, 0.240, 4.225], [-0.705, 0.422, 1.981], [0.358, 1.001, 2.657], [1.406, 1.063, 1.925], [1.397, 0.635, 0.652], [2.655, 1.644, 2.418], [3.781, 1.687, 1.599], [4.966, 2.231, 2.069], [5.049, 2.739, 3.358], [3.925, 2.700, 4.176], [2.739, 2.160, 3.712], [-4.885, -1.125, -0.220], [-4.921, -1.999, 1.331], [-3.952, -2.607, -0.031], [-3.543, -1.031, 2.965], [-2.485, -0.182, 4.724], [-1.555, 1.307, 4.444], [-0.709, -0.211, 4.628], [3.727, 1.289, 0.594], [5.831, 2.254, 1.418], [5.975, 3.164, 3.723], [3.974, 3.095, 5.184], [1.858, 2.126, 4.339], [-1.110, 2.794, -0.651], [-0.673, 2.439, -2.289], [-0.017, 0.882, -2.674], [-0.828, 3.398, -3.286], [-0.490, 3.147, -4.652], [-0.245, 2.994, -5.769], [-1.351, 4.700, -3.006], [-1.763, 5.762, -2.823], [2.881, -0.491, -0.817], [1.989, -0.727, 0.230], [2.627, -1.297, 1.334], [-0.059, -4.611, 2.411], [0.451, -3.735, 0.967], [0.928, -4.481, -0.131], [1.124, -3.701, -1.313], [1.013, -2.360, -1.345], [0.788, -1.554, -0.118], [0.313, -2.389, 1.000], [1.002, -5.557, -0.103], [1.336, -4.189, -2.260], [1.120, -1.796, -2.259], [-0.073, -1.879, 1.866]], "mulliken_charge": [0.1934, -1.4450, 1.0673, -0.6109, -1.0713, 1.1872, -1.5145, 0.7611, -1.0152, 0.3210, -0.3693, 0.6784, -0.3457, -0.7885, -0.3489, -0.6090, -0.4431, 0.3119, 0.3431, 0.3052, 0.1027, 0.3943, 0.2903, 0.3380, 0.4492, 0.3889, 0.3619, 0.3711, 0.4489, -0.5015, 1.1213, -0.5406, 0.1549, 0.0163, -0.6107, -0.0219, -0.6133, -0.3719, 0.8288, -0.3842, -0.3521, 0.4385, -0.8775, -0.2738, -0.9475, 0.5505, -0.6951, 0.3514, 0.3715, 0.3035, 0.3007], "lumo_energy_ev": 4.25, "e_homo_ev": 0.315, "charge": -2, "energy_ev": -94596.1694}